Density functional theory data (wB97M-V/def2-TZVPD) for C39H62O17 as an isolated structure.

The geometry in XYZ format:
```
118
Properties=species:S:1:pos:R:3:lowdin_charge:R:1
C 0.7533 -6.5218 -3.1770 0.09
C -0.2488 -5.5100 -2.8004 -0.13
C 0.0112 -4.3320 -1.9952 -0.50
O -0.9607 -3.6433 -1.7353 0.07
C 1.2986 -4.0225 -1.6649 0.08
C 2.4956 -5.0225 -1.9980 -0.10
C 2.1211 -6.2949 -2.6697 -0.34
O 2.9579 -7.2036 -2.8487 0.09
O 3.7684 -4.6587 -1.9803 0.11
O -1.5270 -5.6396 -3.3873 0.08
H 0.3887 -7.4008 -3.8404 0.16
H 1.3376 -2.8724 -1.3295 0.14
H 3.8086 -3.6978 -1.6905 0.12
H -1.9806 -4.8671 -3.5022 0.05
C -1.0342 4.3276 -6.0752 0.16
C -1.0288 2.7981 -5.8133 -0.14
C -0.2579 2.3553 -4.7102 -0.37
O -0.1412 1.1198 -4.4954 0.04
C 0.4680 3.2278 -3.8090 0.09
C 0.2211 4.6728 -3.9778 -0.14
C -0.3646 5.2697 -5.1598 -0.37
O -0.4575 6.4750 -5.3333 0.13
O 0.5726 5.6514 -3.0453 0.05
O -1.6775 1.9370 -6.6118 0.16
H -1.5468 4.7444 -6.7924 0.05
H 1.0363 2.9062 -2.9176 0.11
H 1.1528 5.2248 -2.3445 0.06
H -1.4491 1.1012 -6.4595 0.04
C -2.8955 4.9330 -1.4415 0.00
C -1.7901 5.2121 -0.2933 -0.46
O -1.4605 6.3961 0.0364 0.02
C -1.3791 4.0738 0.4133 -0.06
H -2.4144 4.3681 -2.1124 -0.02
H -3.1675 5.8599 -1.9509 0.06
H -4.0131 4.2807 -1.0869 0.17
H -2.0349 3.2092 0.5524 0.08
H -0.9655 4.3204 1.4256 0.11
H -0.6141 3.3992 -0.2010 0.13
C 2.7706 -0.4344 -4.3611 0.04
C 3.6934 -1.2280 -3.4555 -0.42
O 3.2706 -1.6428 -2.3865 0.04
C 5.0077 -1.5570 -3.9247 0.03
H 1.6589 -0.4102 -3.9304 0.14
H 2.7565 -0.7001 -5.2295 -0.01
H 2.9845 0.5040 -4.5089 0.04
H 5.4442 -1.8342 -3.1041 0.05
H 5.3919 -0.9601 -4.4746 -0.01
H 4.9477 -2.3974 -4.7053 0.17
C -4.0966 -1.2410 5.4385 0.00
C -4.5515 -0.1763 4.4587 -0.47
O -5.2482 0.7231 4.9242 0.04
C -4.0348 -0.1191 3.0396 0.00
H -3.7778 -0.6976 6.2581 0.06
H -3.2404 -1.7157 4.9940 0.04
H -5.0020 -1.9002 5.7295 0.13
H -4.3045 -0.9871 2.6637 0.03
H -2.9997 -0.3177 3.2916 0.07
H -4.0890 0.8655 2.5496 0.11
C 2.7907 -2.1015 6.6462 -0.05
C 1.2480 -2.3829 6.4135 -0.49
O 0.7667 -3.4306 6.8006 0.05
C 0.4003 -1.2196 5.8867 -0.05
H 3.3085 -1.7592 5.7729 0.01
H 3.3301 -3.2369 6.9301 0.15
H 2.7792 -1.3013 7.5623 0.13
H 0.2222 -0.3878 6.7245 0.13
H -0.5533 -1.5237 5.5444 0.01
H 0.5356 -0.5075 4.9437 0.11
C 2.4430 4.9124 1.0085 -0.03
C 2.8256 5.3616 -0.4732 -0.30
O 2.4572 4.6756 -1.4946 -0.03
C 3.5186 6.7426 -0.6656 0.03
H 3.3996 5.0473 1.8135 0.14
H 1.9359 3.8360 0.9748 0.08
H 1.5383 5.4651 1.3664 0.07
H 3.7785 6.7653 -1.7769 0.13
H 4.2699 6.7600 -0.2343 -0.07
H 2.9550 7.5967 -0.4179 0.09
C 0.4453 0.3188 -1.1124 0.01
C 0.3536 0.8807 0.2575 -0.50
O 1.1745 1.6191 0.6936 0.04
C -0.7262 0.2089 1.2026 0.00
H -0.1864 0.7588 -1.7136 0.01
H 0.2901 -0.8074 -1.1518 0.11
H 1.4407 0.6620 -1.4491 0.10
H -0.5628 -0.8281 1.0803 0.03
H -1.7695 0.3988 0.9722 0.05
H -0.3191 0.3588 2.3029 0.11
C -0.4177 -4.2632 1.8305 0.00
C -1.1589 -3.7018 2.9699 -0.41
O -1.2881 -2.4703 3.1625 0.00
C -1.6724 -4.5283 4.1380 0.03
H -0.9482 -4.8442 1.3194 -0.01
H 0.6280 -4.7174 2.1497 0.16
H -0.2725 -3.3569 1.1198 0.11
H -2.0624 -3.9244 4.6660 -0.05
H -0.9541 -5.0805 4.6863 0.10
H -2.5191 -5.0405 3.7779 0.09
C 3.7267 -0.5301 0.7080 -0.03
C 3.1349 -1.6938 1.2535 -0.52
O 3.2857 -2.7629 0.6962 0.05
C 2.4170 -1.6155 2.6287 0.01
H 3.2817 0.3314 0.6968 0.00
H 4.3851 -0.5027 -0.2321 0.13
H 4.5446 -0.4106 1.4473 0.12
H 2.8830 -1.7913 3.6436 0.07
H 1.5338 -2.4886 2.6597 0.11
H 1.7902 -0.6443 2.3109 0.10
C -4.7774 -1.1749 -0.3720 -0.01
C -4.3989 0.3089 -0.7252 -0.43
O -3.2897 0.5979 -1.2478 0.00
C -5.6282 1.2603 -0.7378 0.00
H -3.7602 -1.4649 0.1569 0.13
H -5.1752 -1.5557 -1.3069 0.09
H -5.3956 -0.9598 0.3944 0.01
H -6.3415 0.7458 -1.5208 0.14
H -5.3608 2.1134 -1.3502 0.06
H -5.8434 1.3327 0.2247 0.02
```

The calculation puts the electronic energy at -2801.5421 a.u. The HOMO energy is -8.73 eV. For the maximum force, the calculation gives 0.2923 Eh/bohr. For the HOMO-LUMO gap, the calculation gives 6.82 eV. As for the LUMO energy: -0.0703 Eh.